The following is a quantum chemistry calculation of 2 unconnected molecules or ions with the total composition C9H17N2OS at a distorted geometry, from the OMol25 dataset.

Cartesian coordinates (Å):
C  -0.243  1.221  2.439
C  -1.186  1.370  3.408
C  -1.954  -0.078  1.514
C  -0.615  0.287  1.393
C  -0.081  -3.626  -0.732
C  2.391  0.126  -1.037
C  -0.734  2.766  -1.165
C  0.690  -2.299  -0.855
C  0.210  -0.233  0.315
N  1.476  0.218  0.138
N  -0.883  1.284  -1.235
O  -0.222  -1.333  -0.258
S  -2.634  0.602  2.928
H  0.710  1.765  2.491
H  -1.117  1.962  4.294
H  -2.534  -0.679  0.978
H  -0.443  -3.952  0.273
H  -1.025  -3.496  -1.416
H  0.622  -4.441  -1.089
H  2.108  0.951  -1.649
H  3.407  0.267  -0.668
H  2.413  -0.735  -1.673
H  -1.858  3.153  -1.126
H  -0.220  3.067  -0.269
H  -0.199  3.251  -1.961
H  1.040  -2.269  -2.023
H  1.515  -2.166  -0.129
H  1.638  1.026  0.635
H  -1.887  1.102  -1.401
H  -0.387  0.890  -2.120

Lowest unoccupied orbital energy: -3.41 eV
Relative energy (zero: lowest compared OMol25 entry of this formula, charge and spin): 143.5 kJ/mol
E_HOMO: -12.5977 eV
Charge: +1
DFT total energy: -935.7558 hartree
HOMO-LUMO gap: 0.3378 hartree